[1]
14
Properties=species:S:1:pos:R:3:forces:R:3 method="wB97M-V/def2-TZVPD" lumo_ev=-0.205 e_homo_ev=-8.89 homo_lumo_gap_ev=8.68
H 2.1876 -2.1170 0.8213 -0.989 2.880 -1.619
N -3.0027 0.1580 -0.1725 1.202 -0.308 0.454
H 3.3279 1.7665 -0.6940 -0.446 -2.099 0.830
N 2.6140 1.0260 -0.4911 -2.826 0.798 0.127
H -2.5561 1.5553 1.2925 1.451 -1.557 -3.895
C 0.3826 -0.6409 0.0757 -2.065 -2.514 -2.368
N 2.8674 -0.2456 0.0477 -0.323 2.188 -0.991
C -0.8096 -0.7575 -0.4021 5.283 -0.863 2.144
H -2.8786 -1.8097 -0.6968 2.194 2.156 -0.258
H 1.5772 1.4877 -0.5085 3.114 -2.087 0.253
C 1.9097 -1.0602 0.2881 -1.753 -0.230 1.016
H -1.2688 0.3812 0.6567 -1.904 3.620 0.064
N -2.1065 1.0628 0.2927 0.127 2.997 6.138
C -2.2441 -0.8066 -0.5096 -3.063 -4.983 -1.896

***

[2]
8
Properties=species:S:1:pos:R:3:forces:R:3 method="wB97M-V/def2-TZVPD" multiplicity=6 charge=+1 s_squared=8.757 lumo_ev="-7.254 / -7.277" e_homo_ev="-10.95 / -14.65" homo_lumo_gap_ev="3.69 / 7.38"
H -1.2908 -3.0435 3.4915 0.146 0.331 -0.533
O -0.0763 -1.6790 2.4207 -1.905 2.828 -3.065
C 0.7218 -3.6743 3.5263 -0.020 -1.571 -0.059
H -0.2062 -2.0200 4.4251 0.067 -0.217 -0.307
O 0.5228 -4.8108 3.7933 0.237 1.614 -0.199
Ho -1.0631 -0.2147 1.0520 1.272 -1.127 0.961
C -0.3030 -2.5375 3.4467 -0.188 -0.776 2.176
F -1.5017 1.1637 -0.3625 0.390 -1.082 1.026

***

[3]
16
Properties=species:S:1:pos:R:3:forces:R:3 method="wB97M-V/def2-TZVPD" smiles="C[N@H+]1CC(=O)N(I)C1" charge=+1 lumo_ev=-4.153 e_homo_ev=-13.24 homo_lumo_gap_ev=9.09
H 0.5037 -0.1933 1.4213 -0.072 -0.021 -0.185
C -0.6588 -0.9504 -0.0952 -0.861 -0.573 -0.419
I -3.7143 -0.5442 -0.0137 0.568 0.144 -0.027
H 1.9550 -1.7183 0.2889 -0.131 0.030 0.051
O -1.9984 2.2690 -0.0406 -0.087 0.614 -0.064
H 1.8677 -0.6800 -1.1446 -0.151 0.064 0.047
H 2.6240 -0.0789 0.3393 -0.133 0.051 0.048
C -1.3206 1.2948 -0.0313 0.374 -0.460 0.132
H 0.6560 1.9629 0.6349 0.030 -0.202 0.016
C 1.8183 -0.6949 -0.0571 0.817 -0.357 -0.266
H -0.8473 -1.8409 0.5122 0.235 0.167 -0.019
H -0.4755 -1.2531 -1.1373 0.191 0.050 0.242
H 0.5849 1.3894 -1.0467 0.062 -0.174 0.103
N 0.5194 -0.1741 0.3948 -0.080 0.099 0.390
C 0.2236 1.2150 -0.0295 -0.374 1.057 -0.248
N -1.7375 -0.0030 0.0048 -0.389 -0.490 0.198

***

[4]
28
Properties=species:S:1:pos:R:3:forces:R:3 method="wB97M-V/def2-TZVPD" lumo_ev="-2.793 / -2.789" e_homo_ev="-7.26 / -7.27" homo_lumo_gap_ev="4.47 / 4.48"
N 1.3446 1.5723 -0.2290 0.247 -1.617 0.775
H -0.9977 -0.0834 3.3830 -0.222 0.954 -2.345
H -0.5283 0.9119 1.7084 -0.432 -1.405 1.341
C 1.1274 2.9070 -0.3184 -0.699 0.076 0.882
P 0.2059 -1.4271 0.2186 -1.899 -1.757 0.305
H -2.3338 -1.9247 -2.0452 1.105 -0.019 -0.629
H -2.2055 0.3549 -0.2869 -0.315 1.047 -0.031
H 1.6823 4.3826 -1.9137 -0.399 -1.105 0.151
N 1.9362 2.2510 -2.2585 1.521 0.093 -1.066
H -2.0526 -0.0918 1.8263 0.791 0.138 0.579
S 0.9417 -3.2202 0.0282 0.260 1.195 -0.445
H 0.6634 3.4045 0.5239 0.216 0.281 -0.167
H 0.3678 -1.9990 3.7354 0.469 1.360 -1.160
N -0.3493 -1.2444 1.8743 2.414 -0.673 -2.890
H 1.2110 -2.5214 2.3913 0.709 -0.003 -0.522
N -0.9965 -1.0534 -0.8936 2.830 0.116 1.867
H -0.8164 -1.4929 -2.9519 0.184 0.111 -0.046
C -1.4542 0.3127 -1.0708 -2.860 -1.212 -0.728
C 1.5461 3.3379 -1.5541 -0.331 0.827 -0.085
C 1.8899 1.2315 -1.4239 -0.611 0.473 -0.126
H 1.4983 -0.7554 2.8283 -0.195 -0.578 0.277
H -0.9229 -2.9340 -1.8765 0.402 0.355 0.121
H 2.3534 0.2815 -1.6504 -0.325 -0.214 0.056
C -0.9981 -0.0349 2.2044 -1.313 1.936 1.480
H -0.6683 1.0016 -0.9051 0.717 1.014 -0.344
C -1.1964 -1.8880 -2.0155 -2.530 -1.461 -0.813
H -2.0398 0.3209 -2.0676 1.386 0.533 1.538
C 0.7919 -1.5998 2.7389 -1.120 -0.466 2.025

***

[5]
70
Properties=species:S:1:pos:R:3:forces:R:3 method="wB97M-V/def2-TZVPD" multiplicity=2 charge=-1 s_squared=0.762 lumo_ev="1.599 / 1.590" e_homo_ev="0.10 / -4.65" homo_lumo_gap_ev="1.50 / 6.24"
N 0.7292 -5.2025 1.0679 0.338 0.324 0.122
H -1.6886 -0.3608 4.6036 -0.176 -0.067 0.113
H 1.9812 3.7033 3.7779 0.510 -0.556 -0.846
H -0.3257 -6.3774 4.1368 0.072 0.441 0.139
H 6.0284 0.1047 -2.2744 -0.174 -0.030 -0.206
H 0.6601 4.6979 3.5255 -0.668 -0.472 -0.091
C 3.9912 -0.0400 -1.7522 -1.239 1.663 -0.621
C 0.9454 -6.4362 0.4763 -0.262 0.401 1.250
Br 5.0833 -2.6312 0.6786 -0.022 -0.121 1.002
H 0.2727 -4.1958 2.7983 -0.242 0.161 0.436
N -4.3875 3.1962 -1.2589 -1.740 2.643 0.822
C 0.6907 -7.6091 1.1523 1.066 1.060 -2.064
Br 0.2247 1.0946 -2.2561 -0.028 0.308 0.238
C -1.1574 2.5152 -5.3599 -0.500 0.037 0.319
H 0.8809 0.3962 0.0716 -0.283 0.230 -0.093
H 0.9564 -8.5009 0.6042 -0.174 -0.506 0.332
C -3.0960 4.6625 0.1852 -1.467 1.667 0.940
C 0.0286 -6.3391 3.1172 0.462 1.722 -0.847
H 1.4053 -6.3769 -0.4991 -0.174 -0.358 -0.220
Br 1.9922 -4.2849 -2.1696 -0.357 0.153 -0.262
H 3.7796 0.6253 -2.5893 -0.756 -0.358 0.001
H 0.1594 -8.4376 3.0435 -0.164 -0.345 -0.059
C -3.3087 3.5328 -0.5422 0.859 -1.698 -1.045
H 4.3243 -3.6619 -1.7716 -0.222 0.400 0.291
C 3.2947 -3.2319 0.1655 0.248 -0.103 -1.686
H -1.9889 1.9646 -4.9199 0.165 0.206 0.192
Br -3.2689 1.3600 2.6583 -0.260 -0.976 0.517
Br 4.1258 1.3108 -0.3206 0.306 -0.254 0.147
C 3.5727 -4.0617 -1.0909 0.271 -0.714 0.288
H 2.7745 -3.7899 0.9441 0.076 0.079 -0.006
H -0.6749 4.6145 -5.8282 -0.237 -0.077 0.053
C -0.5060 -1.1053 -0.6796 0.111 -0.682 0.374
Br -1.6960 4.6232 -3.5050 0.219 -0.145 -0.506
C -2.3161 -1.0113 3.9942 1.040 0.750 -0.620
C -0.0675 0.3405 -0.4628 -0.328 -1.153 -1.025
C 0.2376 -7.5385 2.4503 -0.616 -2.355 1.399
Br 3.3334 6.2064 2.5959 -0.882 -0.591 -0.286
H 3.1257 -0.6240 -1.4392 0.413 -0.308 -0.425
H -4.1601 6.4631 0.8418 0.374 -0.031 0.323
H -4.0883 -0.0870 4.6178 -0.380 0.274 -0.392
H -0.9089 0.8562 0.0000 0.439 0.309 0.075
C -1.4644 4.0137 -5.3767 -0.187 -0.623 0.326
C -3.6203 -0.3465 3.6682 -0.069 0.112 0.455
H -4.2551 -0.9943 3.0636 0.001 0.356 -0.040
H -1.7597 -1.1596 3.0688 0.023 -0.593 0.146
H -2.5159 2.8084 -0.6566 0.336 -0.118 0.196
C 1.9090 4.9854 1.8775 0.724 -1.211 1.098
Br 0.3363 2.5756 2.0326 0.794 1.203 0.964
C -5.4247 4.1086 -1.1535 1.100 -0.892 0.294
H -0.2491 2.2615 -4.8134 -0.025 0.121 -0.337
C -5.3876 5.2564 -0.3245 0.467 -1.040 -0.776
H -6.1673 5.9757 -0.1221 -0.512 -0.342 -0.587
H 1.0663 5.5873 1.5373 0.612 -0.047 -0.578
H -2.2172 4.9105 0.7619 0.329 -0.418 -0.306
H 2.7457 -2.3509 -0.1668 0.014 -0.008 0.566
C -4.1944 5.5298 0.2995 0.601 -0.044 0.039
C 5.2790 -0.6606 -2.0721 1.700 -0.717 0.382
H -1.5649 -1.2207 -0.9107 -0.169 0.301 0.684
H 5.6549 -1.2504 -1.2360 -0.051 -0.217 -0.559
H -6.2680 3.8366 -1.7711 -0.296 0.191 0.123
C 0.3265 -5.1950 2.3920 -0.100 -0.680 -0.329
Br 0.0069 -2.0571 0.9672 -0.637 0.176 -0.315
H -0.0756 -1.7182 -1.4715 0.803 0.591 0.043
Br 5.2413 -1.8009 -3.7141 -0.194 0.557 0.833
C 1.3491 4.0646 2.9666 -0.947 0.883 0.408
Br -1.0805 1.7315 -7.1553 0.214 0.378 0.112
H -2.4494 4.1777 -5.8136 0.344 0.161 -0.199
Br -2.5144 -2.6660 4.9781 -0.167 0.133 -0.243
H 3.9238 -5.0629 -0.8410 -0.226 -0.001 0.166
H 2.4109 4.2962 1.1984 -0.101 0.862 -0.636

***

[6]
22
Properties=species:S:1:pos:R:3:forces:R:3 method="wB97M-V/def2-TZVPD" charge=-1 lumo_ev=3.896 e_homo_ev=-3.15 homo_lumo_gap_ev=7.05
C -1.3834 -0.6893 0.9677 -0.471 -0.003 1.344
C 1.8336 0.6308 1.8188 -0.705 0.750 0.778
O -2.7297 0.3937 -2.0325 1.551 0.005 -1.069
H -1.7026 -1.7516 0.9915 0.499 -0.304 -0.474
H -2.4785 0.2387 -1.0589 -0.872 0.121 0.844
C 0.6513 0.8678 0.8767 0.060 -1.674 -0.589
N 0.0614 -0.7532 -1.0424 0.227 0.770 -0.530
H 1.6619 -1.3349 -2.1607 1.119 0.266 0.406
H -1.2270 -0.4986 2.0737 0.040 0.038 -0.192
H -0.1287 1.4660 1.3424 -0.035 0.056 -0.080
H 2.7086 0.2089 1.3341 0.154 0.128 -0.158
H 0.9571 0.0418 -2.8053 -0.219 0.365 0.347
H 2.0319 1.5888 2.3038 0.709 0.111 -0.126
H 0.7241 -1.3063 0.7572 -0.155 0.041 0.670
C 1.2516 -0.3735 -1.8296 -1.413 -1.246 -0.739
H 1.9324 0.3344 -1.3693 0.352 -0.253 0.178
O -2.3899 0.0931 0.4803 0.958 0.141 -0.498
H 1.5953 -0.0116 2.6779 -0.265 -0.199 -0.382
H -3.6582 0.4813 -2.1466 -0.960 -0.013 0.371
C 0.0568 -0.5073 0.4073 -0.381 0.051 -0.847
H -0.7635 -0.4538 -1.5412 -0.197 0.246 0.464
H 0.9952 1.3350 -0.0448 0.003 0.603 0.280

***

What did the fourth record say?
28
Properties=species:S:1:pos:R:3:forces:R:3 method="wB97M-V/def2-TZVPD" lumo_ev="-2.793 / -2.789" e_homo_ev="-7.26 / -7.27" homo_lumo_gap_ev="4.47 / 4.48"
N 1.3446 1.5723 -0.2290 0.247 -1.617 0.775
H -0.9977 -0.0834 3.3830 -0.222 0.954 -2.345
H -0.5283 0.9119 1.7084 -0.432 -1.405 1.341
C 1.1274 2.9070 -0.3184 -0.699 0.076 0.882
P 0.2059 -1.4271 0.2186 -1.899 -1.757 0.305
H -2.3338 -1.9247 -2.0452 1.105 -0.019 -0.629
H -2.2055 0.3549 -0.2869 -0.315 1.047 -0.031
H 1.6823 4.3826 -1.9137 -0.399 -1.105 0.151
N 1.9362 2.2510 -2.2585 1.521 0.093 -1.066
H -2.0526 -0.0918 1.8263 0.791 0.138 0.579
S 0.9417 -3.2202 0.0282 0.260 1.195 -0.445
H 0.6634 3.4045 0.5239 0.216 0.281 -0.167
H 0.3678 -1.9990 3.7354 0.469 1.360 -1.160
N -0.3493 -1.2444 1.8743 2.414 -0.673 -2.890
H 1.2110 -2.5214 2.3913 0.709 -0.003 -0.522
N -0.9965 -1.0534 -0.8936 2.830 0.116 1.867
H -0.8164 -1.4929 -2.9519 0.184 0.111 -0.046
C -1.4542 0.3127 -1.0708 -2.860 -1.212 -0.728
C 1.5461 3.3379 -1.5541 -0.331 0.827 -0.085
C 1.8899 1.2315 -1.4239 -0.611 0.473 -0.126
H 1.4983 -0.7554 2.8283 -0.195 -0.578 0.277
H -0.9229 -2.9340 -1.8765 0.402 0.355 0.121
H 2.3534 0.2815 -1.6504 -0.325 -0.214 0.056
C -0.9981 -0.0349 2.2044 -1.313 1.936 1.480
H -0.6683 1.0016 -0.9051 0.717 1.014 -0.344
C -1.1964 -1.8880 -2.0155 -2.530 -1.461 -0.813
H -2.0398 0.3209 -2.0676 1.386 0.533 1.538
C 0.7919 -1.5998 2.7389 -1.120 -0.466 2.025